# 1
Below is a cluster of 2 separate species, C2H3N in total at a distorted geometry, with properties calculated with ωB97M-V with the def2-TZVPD basis set.

Lowest unoccupied orbital energy (alpha / beta) (eV): 0.3 / 0.3
Relative energy (zero: lowest compared OMol25 entry of this formula, charge and spin) (eV): 5.8911
Orbital gap (alpha / beta) (eV): 8.85 / 8.85
Energy (Ha): -132.53521
HOMO level (alpha / beta) (eV): -8.582 / -8.582

Structure (ORCA input):
```
! wB97M-V def2-TZVPD RIJCOSX def2/J DEFGRID3
* xyz 0 1
C 1.086 -0.614 0.065
C 0.220 0.415 0.351
N 1.598 0.513 -0.259
H 1.423 -1.690 0.054
H -1.305 0.408 -0.890
H -0.528 0.849 1.116
*
```

=====

# 2
Below is a structure of composition C15H35BeN6P at a distorted geometry, with properties calculated with ωB97M-V with the def2-TZVPD basis set.

Lowest unoccupied orbital energy (alpha / beta) (eV): 0.0 / 0.0
Orbital gap (alpha / beta) (eV): 3.65 / 3.26
Energy (Ha): -1276.92765
HOMO level (alpha / beta) (eV): -3.686 / -3.241

Structure (ORCA input):
```
! wB97M-V def2-TZVPD RIJCOSX def2/J DEFGRID3
* xyz 0 1
Be 2.607 -2.152 1.823
N 1.910 -3.689 1.969
C 1.568 -3.651 3.376
C 1.422 -2.247 3.949
N 2.202 -1.229 3.164
C 3.611 -0.934 3.545
C 4.641 -1.869 2.801
N 4.231 -2.107 1.414
H 1.125 -3.828 1.365
H 2.561 -4.421 1.751
H 2.346 -4.234 3.894
H 0.609 -4.121 3.518
H 1.699 -2.241 5.017
H 0.325 -2.051 3.924
H 1.663 -0.348 3.136
H 3.792 -0.924 4.578
H 3.774 0.116 3.268
H 4.655 -2.882 3.256
H 5.606 -1.363 2.838
H 4.673 -2.937 1.037
H 4.460 -1.235 0.937
C -0.685 -1.118 -3.468
C 0.027 0.278 -3.461
C 0.757 0.642 -4.701
C 1.059 0.101 -2.379
C -1.111 1.221 -3.310
H 0.023 -1.968 -3.615
H -1.500 -1.189 -4.284
H -1.142 -1.406 -2.516
H 1.066 1.749 -4.772
H 0.194 0.490 -5.611
H 1.726 0.027 -4.755
H 1.558 -0.840 -2.533
H 0.669 0.091 -1.340
H 1.798 0.909 -2.361
H -1.660 1.376 -4.257
C -3.609 1.150 0.691
N -4.382 1.781 -0.411
C -4.160 3.292 -0.301
N -2.688 3.702 -0.159
C -2.030 2.910 0.962
N -2.198 1.525 0.746
C -1.339 0.956 -0.245
P -1.981 1.660 -1.893
C -3.817 1.318 -1.689
C -2.048 3.419 -1.434
H -3.759 0.046 0.733
H -4.024 1.579 1.612
H -4.641 3.622 0.640
H -4.539 3.789 -1.228
H -2.506 3.226 1.892
H -1.003 3.176 1.014
H -1.556 -0.120 -0.284
H -0.225 1.142 -0.009
H -3.936 0.226 -1.814
H -4.385 1.772 -2.482
H -2.494 4.125 -2.197
H -0.939 3.689 -1.343
*
```

=====

# 3
Below is a cluster of 2 separate species, C3H10N3O in total at a distorted geometry, with properties calculated with ωB97M-V with the def2-TZVPD basis set.

Lowest unoccupied orbital energy (eV): -3.3
Relative energy (zero: lowest compared OMol25 entry of this formula, charge and spin) (eV): 3.2782
Orbital gap (eV): 11.10
Energy (Ha): -359.51942
HOMO level (eV): -14.424

Structure (ORCA input):
```
! wB97M-V def2-TZVPD RIJCOSX def2/J DEFGRID3
* xyz 1 1
C 1.040 -1.185 0.785
C -1.599 0.748 1.111
C -1.169 -0.439 0.223
N 1.800 -1.995 1.170
N 0.247 -0.509 0.044
N 1.759 0.956 -1.582
O -1.575 -0.354 -1.103
H -2.667 0.914 1.094
H -1.362 1.700 0.712
H -1.204 0.684 2.099
H -1.632 -1.509 0.597
H 2.368 -2.299 2.006
H 0.792 0.180 -0.664
H 1.629 1.828 -1.035
H 1.397 0.992 -2.570
H 2.689 0.657 -1.638
H -2.512 -0.370 -1.248
*
```

=====

# 4
Below is a structure of composition C11H13CeClN2O2 at a distorted geometry, with properties calculated with ωB97M-V with the def2-TZVPD basis set.

Lowest unoccupied orbital energy (alpha / beta) (eV): -9.5 / -9.4
Relative energy (zero: lowest compared OMol25 entry of this formula, charge and spin) (eV): 2.1754
Orbital gap (alpha / beta) (eV): 6.68 / 6.73
Energy (Ha): -1621.58927
HOMO level (alpha / beta) (eV): -16.139 / -16.141

Structure (ORCA input):
```
! wB97M-V def2-TZVPD RIJCOSX def2/J DEFGRID3
* xyz 2 1
Cl -0.207 -3.648 -0.318
C -2.540 -0.269 -1.778
C -2.890 0.477 -0.608
C -3.143 -0.467 0.457
H -3.011 1.556 -0.519
C -2.955 -1.811 -0.037
C -2.593 -1.674 -1.435
H -2.426 -2.528 -2.088
H -2.325 0.125 -2.773
H -3.486 -0.261 1.465
C -3.154 -3.081 0.746
Ce -0.778 -0.724 -0.171
C 0.018 -0.134 2.413
O 0.483 0.164 3.426
C 1.334 -2.201 -0.938
O 2.286 -2.852 -1.197
H -2.972 -2.889 1.816
H -2.416 -3.826 0.406
H -4.173 -3.489 0.598
C 2.839 3.626 0.678
N 2.897 2.339 -0.030
C 4.220 1.915 -0.529
C 1.879 1.550 -0.076
N 0.961 0.811 -0.145
H 3.839 4.064 0.649
H 2.529 3.493 1.719
H 2.121 4.314 0.221
H 4.535 0.981 -0.046
H 4.201 1.723 -1.610
H 4.927 2.716 -0.296
*
```

=====

# 5
Below is a structure of composition C37H47BKN10O2S at a distorted geometry, with properties calculated with ωB97M-V with the def2-TZVPD basis set.

Lowest unoccupied orbital energy (eV): 2.3
Orbital gap (eV): 6.43
Energy (Ha): -3159.32814
HOMO level (eV): -4.148

Structure (ORCA input):
```
! wB97M-V def2-TZVPD RIJCOSX def2/J DEFGRID3
* xyz -1 1
K -0.101 0.019 0.103
C -2.494 -2.283 -1.403
O -2.419 -1.637 -0.139
C -3.134 -2.187 0.882
C -3.964 -3.289 0.699
C -4.674 -3.827 1.766
C -4.551 -3.264 3.026
C -3.721 -2.167 3.207
C -3.006 -1.601 2.156
N -2.122 -0.483 2.291
N -2.231 0.047 3.423
C -1.478 1.125 3.811
C -0.504 1.795 3.001
O -0.203 1.456 1.836
C 0.161 2.951 3.599
C -0.073 3.356 4.859
C -1.021 2.678 5.700
C -1.249 3.104 7.021
C -2.169 2.477 7.823
C -2.893 1.393 7.299
C -2.684 0.959 6.013
C -1.732 1.580 5.167
H -3.517 -2.270 -1.790
H -2.132 -3.313 -1.344
H -1.851 -1.718 -2.070
H -4.061 -3.743 -0.276
H -5.311 -4.688 1.603
H -5.090 -3.681 3.868
H -3.600 -1.723 4.185
H 0.871 3.466 2.959
H 0.453 4.216 5.266
H -0.679 3.948 7.397
H -2.335 2.811 8.840
H -3.630 0.893 7.917
H -3.250 0.127 5.619
C 3.505 1.815 -0.175
C 3.083 1.333 -1.533
C 3.644 1.619 -2.798
C 2.825 0.973 -3.703
C 2.914 0.930 -5.196
N 1.859 0.344 -2.994
N 2.019 0.560 -1.664
B 0.650 -0.462 -3.519
N 0.647 -1.888 -2.886
N 0.666 -2.036 -1.534
C 0.749 -3.336 -1.300
C 0.757 -3.862 0.103
C 0.789 -4.054 -2.515
C 0.729 -3.089 -3.500
C 0.741 -3.261 -4.987
N -0.674 0.291 -3.166
N -0.738 1.099 -2.081
C -1.984 1.530 -1.984
C -2.382 2.444 -0.859
C -2.762 1.001 -3.040
C -1.885 0.220 -3.768
C -2.140 -0.624 -4.975
H 4.413 2.416 -0.243
H 2.720 2.424 0.280
H 3.688 0.981 0.506
H 4.510 2.222 -3.026
H 3.781 1.506 -5.521
H 3.023 -0.092 -5.565
H 2.024 1.353 -5.665
H 0.729 -0.588 -4.717
H 0.720 -3.040 0.818
H -0.102 -4.514 0.288
H 1.661 -4.443 0.304
H 0.865 -5.122 -2.658
H 0.815 -4.321 -5.226
H -0.169 -2.868 -5.446
H 1.584 -2.743 -5.448
H -1.601 2.462 -0.092
H -2.538 3.461 -1.225
H -3.310 2.100 -0.396
H -3.811 1.158 -3.241
H -3.098 -0.353 -5.416
H -1.358 -0.492 -5.726
H -2.173 -1.688 -4.720
C 4.877 -0.524 4.968
N 4.045 0.194 4.004
C 3.004 0.973 4.671
C 3.609 -0.631 2.947
S 2.048 -1.178 2.832
N 4.585 -0.945 2.060
C 4.372 -1.907 0.990
C 5.879 -0.281 2.012
H 4.278 -1.236 5.550
H 5.333 0.192 5.653
H 5.671 -1.072 4.464
H 3.498 1.721 5.296
H 2.349 0.356 5.294
H 2.387 1.477 3.935
H 3.436 -2.431 1.144
H 5.198 -2.622 0.973
H 4.329 -1.397 0.024
H 5.854 0.628 2.603
H 6.105 -0.028 0.974
H 6.676 -0.934 2.382
*
```